ORCA calculation (ωB97M-V with the def2-TZVPD basis set) on a molecular structure, C4H3O2Sn in a non-equilibrium geometry.

Total energy = -14118.62589 eV
Energy above the lowest of the compared OMol25 structures with the same formula, charge and spin = 144.9 kJ/mol
2S+1 = 1
LUMO energy (alpha / beta) = 3.9 / 3.9 eV
Charge = -1
E_HOMO (alpha / beta) = -2.25 / -2.25 eV
HOMO-LUMO gap (alpha / beta) = 0.2250 / 0.2251 Eh

CARTESIAN COORDINATES (ANGSTROEM)
O1 1.3592 -1.3626 0.5691
C1 0.6204 -1.0186 -0.4878
C2 -0.8550 -1.0722 -0.3083
C3 -0.7955 0.4517 -0.3052
C4 -0.1938 1.4853 0.3281
H1 -1.2053 -1.4917 0.6538
H2 -1.3903 -1.4715 -1.1823
H3 -0.8080 2.3773 0.5528
Sn1 2.1238 0.3163 -0.2020
O2 1.1444 1.7859 0.3819